C4H12NO2 | the ωB97M-V functional and the def2-TZVPD basis

Computed properties:
**E**: -364.7207 Eh
**LUMO level**: 3.842 eV
**HOMO-LUMO gap**: 7.295 eV
**Energy relative to the best compared isomer or geometry (same formula, charge and spin)**: 353.82 kJ/mol

The geometry in ORCA input format:
```
! RIJCOSX wB97M-V def2-TZVPD def2/J DEFGRID3
* xyz -1 1
C -1.977 -1.566 -0.452
C -1.663 -0.486 0.592
N -1.823 0.926 0.199
C -0.450 1.306 -0.761
C 0.906 0.853 -0.243
O 1.092 -0.536 -0.236
H -1.841 -1.132 -1.437
H -3.012 -1.902 -0.437
H -1.305 -2.399 -0.313
H -2.198 -0.629 1.525
H -0.610 -0.642 0.814
H -1.774 0.956 -0.791
H -0.464 2.372 -0.534
H -0.429 1.226 -1.852
H 1.714 1.346 -0.783
H 0.949 1.185 0.800
H 3.545 -0.125 1.688
H 2.044 -0.608 0.165
O 3.469 -0.220 0.729
*
```